19 unconnected molecules or ions with the total composition C59H164N30O27. Source: the Open Molecules 2025 dataset; level of theory: the ωB97M-V functional and the def2-TZVPD basis.

```
280
Properties=species:S:1:pos:R:3
C 15.3077 23.5916 12.7460
O 16.4181 23.1133 12.8679
N 14.2756 23.3993 13.6668
N 14.9236 24.2645 11.5234
H 14.4532 23.0439 14.5777
H 13.5319 24.0575 13.5770
H 15.6113 24.2247 10.7987
H 14.3908 25.1205 11.4964
C 21.2652 20.5524 16.0215
O 20.6366 20.2650 14.9928
N 20.7331 20.5073 17.3517
N 22.5803 20.9844 15.8932
H 19.8086 20.1393 17.5579
H 21.3408 20.8991 18.0652
H 23.0479 20.9773 16.7844
H 23.1423 20.7217 15.1231
C 17.8402 12.3696 17.1279
O 17.1727 13.0450 16.3981
N 17.4831 11.0042 17.5689
N 19.1458 12.8321 17.6006
H 17.7580 10.8393 18.5278
H 16.5021 10.8263 17.4810
H 19.6135 13.5186 16.9943
H 19.7425 11.9997 17.7661
C 13.9682 21.9658 20.6942
O 12.8954 21.4942 20.5746
N 15.0555 21.2510 21.1720
N 14.2612 23.3459 20.2822
H 14.9618 20.2734 21.3439
H 15.9810 21.5796 20.9795
H 13.5559 24.0551 20.1922
H 15.2154 23.5967 20.0328
C 20.0131 16.1714 15.6419
O 20.3285 15.1566 16.3061
N 19.8538 17.4111 16.2250
N 19.8455 16.1426 14.2569
H 19.5563 18.2361 15.7254
H 19.7725 17.5749 17.2128
H 19.2841 16.8786 13.8467
H 19.7199 15.2223 13.8448
C 16.1742 18.7539 22.8991
O 17.2482 19.4150 22.8609
N 15.0802 19.1971 23.6171
N 16.1633 17.5329 22.2243
H 14.2045 18.7339 23.4079
H 14.9961 20.1667 23.8726
H 15.3262 16.9799 22.3320
H 16.9454 17.0439 21.8140
C 12.8022 21.6493 16.0899
O 11.7512 22.1311 15.6580
N 13.5803 22.4078 17.1132
N 13.3653 20.4446 15.7899
H 13.7003 21.9696 18.0331
H 12.9183 23.1519 17.3334
H 13.0343 19.9745 14.9804
H 14.2412 20.2056 16.1934
C 18.5394 22.6965 20.4061
O 17.3326 22.7811 20.0045
N 19.6272 23.2929 19.7135
N 18.8438 21.9726 21.5624
H 19.3701 23.8057 18.8790
H 20.5061 23.4794 20.1834
H 18.1933 21.7136 22.3032
H 19.7914 21.7597 21.8365
C 13.2648 16.0403 14.5754
O 12.7374 15.1692 15.2898
N 13.2880 16.0238 13.1636
N 13.8782 17.1710 15.1068
H 12.9639 15.1698 12.7446
H 13.9757 16.6087 12.7167
H 13.8448 17.4445 16.0742
H 14.5208 17.7291 14.5566
C 19.2629 20.2549 11.7171
O 18.7490 20.1142 10.5774
N 20.4025 19.5405 12.0826
N 18.7277 21.0787 12.7265
H 20.9238 19.0627 11.3663
H 20.8488 19.7120 12.9761
H 19.2538 21.2091 13.5756
H 17.7782 21.3702 12.7185
C 24.4639 13.3913 19.9551
O 25.2687 13.6832 19.0894
N 23.0341 13.4752 19.7454
N 24.8553 13.0773 21.2592
H 22.3837 13.7261 20.4639
H 22.8386 13.8468 18.8401
H 25.8359 12.9187 21.4529
H 24.1884 12.6677 21.8701
C 16.3950 15.3725 11.7103
O 16.2522 16.7480 11.7629
C 16.1822 17.3793 10.5135
C 15.7721 18.8472 10.6414
N 14.5025 18.9382 11.3264
C 14.1772 20.2584 11.8387
C 12.7019 20.3058 12.2245
O 11.8397 20.1441 11.1268
C 11.5872 21.4296 10.5281
H 15.4473 15.0082 11.2942
H 16.4114 14.9731 12.7059
H 17.2794 14.9561 11.2107
H 15.3700 16.9478 9.8792
H 17.1452 17.3637 9.9661
H 15.7560 19.1854 9.5867
H 16.4934 19.4536 11.2263
H 13.7859 18.5550 10.7206
H 14.4274 21.1453 11.1841
H 14.7774 20.3255 12.7660
H 12.5336 21.1617 12.8799
H 12.4620 19.4070 12.7875
H 10.9995 22.0087 11.2858
H 10.9527 21.2620 9.6493
H 12.4479 22.0592 10.2419
C 16.5320 15.9038 17.0193
O 15.6640 16.8952 17.6532
C 15.0334 16.3717 18.8495
C 14.0316 17.3379 19.4604
N 12.8687 17.3492 18.5540
C 11.7956 18.2907 18.9833
C 10.5790 18.2748 18.1715
O 9.8941 16.9890 18.2077
C 10.2385 16.2600 17.0165
H 15.9313 15.0547 16.6692
H 17.3602 15.5183 17.6529
H 17.0158 16.4084 16.1816
H 15.8365 16.1944 19.6095
H 14.6700 15.3859 18.5686
H 14.3214 18.3942 19.5965
H 13.8585 16.9486 20.4629
H 12.4494 16.4277 18.5051
H 12.2192 19.2959 19.0234
H 11.5127 18.1654 20.0154
H 10.7487 18.5012 17.1228
H 9.8969 19.0347 18.6025
H 10.7230 15.3293 17.3279
H 11.0594 16.7119 16.4793
H 9.4291 15.9316 16.3556
C 14.8430 12.1260 27.4155
O 16.0126 12.2504 26.6020
C 15.9942 11.4593 25.4191
C 17.3270 11.6468 24.7104
N 17.2892 12.9977 24.2175
C 18.5795 13.3818 23.6208
C 18.4355 14.6923 22.7536
O 17.3406 14.7183 21.7944
C 17.5662 13.7587 20.7268
H 13.9431 12.4703 26.8809
H 15.0166 12.8225 28.2304
H 14.7837 11.1079 27.8230
H 15.1655 11.7427 24.7766
H 15.7588 10.4125 25.7015
H 17.5832 10.9935 23.8692
H 18.0407 11.4638 25.5354
H 17.1480 13.6731 24.9303
H 18.8059 12.6257 22.8487
H 19.4790 13.5533 24.2386
H 19.4189 14.7819 22.2438
H 18.2585 15.5843 23.3436
H 17.4569 12.7119 21.0211
H 18.5671 13.9303 20.2712
H 16.8293 13.9385 19.9564
C 16.7702 19.0278 14.2222
O 16.5608 19.2947 15.5693
C 17.1215 20.5573 16.0060
C 17.1394 20.5576 17.5334
N 17.8391 19.3439 18.0083
C 18.0449 19.3251 19.4513
C 18.6112 18.0427 19.9007
O 19.8352 17.8308 19.1929
C 20.3646 16.5977 19.6107
H 17.8617 18.9955 14.0422
H 16.3114 19.8160 13.6154
H 16.3639 18.0599 13.9811
H 16.6480 21.4700 15.6159
H 18.1505 20.5621 15.6395
H 16.0774 20.6482 17.8668
H 17.6230 21.4705 17.9052
H 17.3352 18.5163 17.6684
H 17.1240 19.5125 20.0156
H 18.7190 20.2007 19.7103
H 17.8773 17.2262 19.7894
H 18.8589 18.0476 20.9788
H 20.2125 16.5104 20.6881
H 21.4040 16.4184 19.2683
H 19.8473 15.8207 19.0451
C 27.9632 22.9643 15.2775
O 27.6671 21.6253 15.0307
C 26.9790 21.3317 13.7743
C 26.8628 19.8661 13.5685
N 25.7958 19.3383 14.3964
C 25.4691 17.9532 14.1232
C 24.2284 17.5453 14.8669
O 24.4872 18.0077 16.2342
C 23.5978 17.4267 17.1765
H 27.2486 23.5541 14.6996
H 28.9864 23.2710 15.0422
H 27.8116 23.1439 16.3448
H 27.5821 21.8005 12.9768
H 25.9843 21.7759 13.7592
H 27.8267 19.3475 13.7082
H 26.5835 19.6565 12.5097
H 26.0135 19.4507 15.3805
H 26.2742 17.3178 14.5355
H 25.4823 17.7941 13.0692
H 24.1025 16.4545 14.9705
H 23.2715 17.9623 14.4760
H 23.5830 18.0391 18.0698
H 24.0183 16.4164 17.3887
H 22.5674 17.2393 16.8563
C 19.5742 24.1846 16.0384
O 18.5778 24.7438 16.8816
C 17.2594 24.5014 16.3484
C 16.2421 25.0436 17.3462
N 16.2782 26.4824 17.3764
C 15.2836 27.2370 18.0427
C 15.6695 28.7146 18.1824
O 16.7708 28.9154 19.0141
C 16.9989 30.2767 19.2923
H 20.5527 24.4396 16.4542
H 19.4946 24.5735 15.0247
H 19.4844 23.0808 16.0200
H 17.1548 23.4157 16.1164
H 17.1340 24.9753 15.3657
H 16.4580 24.5647 18.2986
H 15.2536 24.8111 16.9983
H 17.1845 26.7831 17.7533
H 14.9582 26.8448 19.0446
H 14.3747 27.2015 17.4364
H 14.7974 29.2195 18.6034
H 15.7857 29.0953 17.1649
H 16.0364 30.7658 19.3284
H 17.5584 30.8277 18.5174
H 17.3904 30.3605 20.3203
C 21.7684 19.9061 20.7290
O 23.0622 19.9395 21.0577
C 23.3539 20.2228 22.4107
C 23.1339 21.6262 23.0502
N 21.7438 22.0382 23.3106
C 21.2339 21.7085 24.6356
C 19.7121 21.6940 24.7235
O 19.3702 21.3980 26.0462
C 17.9878 21.5304 26.3109
H 21.5407 19.2543 19.8910
H 21.3009 20.8722 20.4979
H 21.1857 19.4171 21.5318
H 24.3800 19.8945 22.5559
H 22.7156 19.5510 23.0098
H 23.4322 22.4169 22.3569
H 23.8077 21.7719 23.9192
H 21.7094 23.0352 23.1039
H 21.5821 22.4278 25.4157
H 21.6754 20.7458 24.8712
H 19.2086 20.9202 24.0939
H 19.3196 22.6935 24.4498
H 17.4063 20.7589 25.7955
H 17.5110 22.4670 26.0523
H 17.8497 21.2924 27.3723
C 20.1471 17.5679 24.1872
O 20.9041 16.3978 24.0458
C 22.0753 16.4051 23.2422
C 22.5139 14.9780 22.9933
N 22.8589 14.1839 24.1616
C 24.1295 14.4380 24.6467
C 24.5490 13.6027 25.8254
O 23.8857 13.8366 27.1047
C 24.3139 13.0267 28.1564
H 19.1973 17.3702 24.7174
H 19.9562 18.0217 23.2166
H 20.7009 18.2954 24.8205
H 22.8661 16.9617 23.7715
H 21.9547 16.8216 22.2203
H 23.3813 15.0768 22.3354
H 21.7926 14.4940 22.3230
H 22.0810 13.9805 24.7722
H 24.3540 15.5057 24.7928
H 24.7628 14.1801 23.7970
H 25.6015 13.8551 26.0156
H 24.5110 12.5242 25.5846
H 23.7892 13.3736 29.0731
H 25.3862 13.1860 28.3219
H 24.1883 11.9328 27.9712
```

relative energy (zero: lowest compared OMol25 entry of this formula, charge and spin)	40.2	kJ/mol
E_HOMO	-8.460	eV
HOMO-LUMO gap	8.62	eV
LUMO energy	0.164	eV
net charge	0

Results of the Mulliken charge analysis, in e, for atoms 1 through 6:
1. C 0.32
2. O -0.60
3. N 0.04
4. N -0.49
5. H -0.08
6. H 0.22

A molecular structure, C59H41IrN6Se. Source: the Open Molecules 2025 dataset; level of theory: the ωB97M-V functional and the def2-TZVPD basis.

```
108
Properties=species:S:1:pos:R:3
Ir 0.2705 0.1512 0.3393
C 0.9857 -5.5477 2.6141
C -0.3766 -5.4860 2.3757
C -0.8867 -4.5643 1.4764
C -0.0293 -3.7061 0.8019
C 1.3395 -3.7599 1.0526
C 1.8417 -4.6768 1.9570
C -0.5353 -2.6336 -0.0963
C 0.3172 -2.2653 -1.2462
C 0.9221 -2.9645 -2.2976
C 1.8011 -2.0830 -2.8954
C 1.7413 -0.8601 -2.1652
N 0.8013 -0.9973 -1.1949
C 2.6561 0.2197 -2.2008
C 2.7764 1.1193 -1.1325
C 3.8662 2.0338 -0.9163
C 3.7901 2.4605 0.3682
C 2.6128 1.8780 0.9424
C 2.2223 1.9972 2.2768
C 3.3236 2.3678 3.2013
C 4.1195 1.3158 3.6487
C 5.2683 1.5680 4.3742
C 5.6340 2.8738 4.6577
C 4.8165 3.9200 4.2624
C 3.6652 3.6715 3.5315
C 0.9539 1.6554 2.7933
N -0.0943 1.1688 2.0677
C -1.1533 1.0439 2.9341
C -2.4447 0.5603 2.5813
C -3.4087 0.2022 3.6587
C -4.0332 1.2116 4.3828
C -4.9389 0.8983 5.3803
C -5.2396 -0.4244 5.6568
C -4.6212 -1.4302 4.9332
C -3.7178 -1.1251 3.9284
C -2.8784 0.4025 1.3177
C -4.3056 -1.2845 -0.0908
C -3.1783 -2.2224 -0.3744
C -1.8929 -2.0846 -0.0264
N -0.9636 -1.3751 0.5938
C -0.7551 1.4488 4.2364
C 0.5486 1.8467 4.1507
N 1.9843 1.1289 -0.0139
C 3.6554 0.1620 -3.2823
C 3.2470 0.1388 -4.6158
C 4.1663 -0.0370 -5.6333
C 5.5063 -0.2171 -5.3344
C 5.9212 -0.1977 -4.0136
C 5.0083 -0.0027 -2.9955
H 1.3784 -6.2626 3.3235
H -1.0443 -6.1642 2.8859
H -1.9506 -4.5031 1.2979
H 2.0043 -3.0725 0.5444
H 2.9025 -4.7108 2.1520
H 0.7424 -3.9903 -2.5535
H 2.4585 -2.2797 -3.7198
H 4.5979 2.3095 -1.6474
H 4.4575 3.1174 0.8876
H 3.8291 0.3007 3.4153
H 5.8857 0.7420 4.6954
H 6.5520 3.0707 5.1920
H 5.0867 4.9362 4.5087
H 3.0373 4.4872 3.2051
H -3.8248 2.2451 4.1489
H -5.4190 1.6884 5.9353
H -5.9690 -0.6661 6.4156
H -4.8505 -2.4610 5.1515
H -3.2468 -1.9087 3.3514
H -4.8822 -1.1778 -1.0174
H -3.4692 -3.1342 -0.8758
H -1.3885 1.4625 5.0993
H 1.1804 2.2367 4.9245
H 2.2021 0.2713 -4.8524
H 3.8394 -0.0508 -6.6633
H 6.2230 -0.3739 -6.1252
H 6.9614 -0.3519 -3.7774
H 5.3318 -0.0158 -1.9665
N -0.5028 1.7403 -1.4155
C -1.5336 2.6186 -1.0476
C -1.4460 3.9887 -1.2685
C -2.5162 4.8167 -0.9726
C -3.6929 4.2834 -0.4852
C -3.7909 2.9196 -0.2082
C -5.0332 2.3232 0.2389
C -5.1465 1.0109 0.4736
C -3.9796 0.1107 0.4144
N -2.6914 0.7611 0.0001
C -2.6757 2.1004 -0.4295
H 0.2760 2.2223 -1.8546
H -0.8622 0.9914 -2.0152
H -0.5390 4.4015 -1.6850
H -2.4357 5.8765 -1.1460
H -4.5487 4.9119 -0.2963
H -5.9002 2.9655 0.2819
H -6.0962 0.5585 0.7130
H -4.9713 -1.7608 0.6418
Se -2.2553 -0.8784 -2.8859
C -1.6512 -1.3708 -4.6041
C -0.6009 -0.6617 -5.1849
C -0.1691 -0.9877 -6.4538
C -0.7726 -2.0238 -7.1540
C -1.8180 -2.7305 -6.5757
C -2.2603 -2.4081 -5.3087
H -0.1443 0.1517 -4.6360
H 0.6341 -0.4233 -6.9039
H -0.4357 -2.2727 -8.1497
H -2.2923 -3.5303 -7.1239
H -3.0825 -2.9486 -4.8643
```

relative energy (zero: lowest compared OMol25 entry of this formula, charge and spin)	476.4	kJ/mol
E_HOMO (alpha / beta)	-9.571 / -9.573	eV
HOMO-LUMO gap (alpha / beta)	5.21 / 5.14	eV
LUMO energy (alpha / beta)	-4.364 / -4.432	eV
spin multiplicity	2
net charge	+1

Results of the Mulliken charge analysis, in e, for atoms 1 through 6:
1. Ir 1.29
2. C -0.50
3. C -0.85
4. C -0.14
5. C 0.01
6. C -0.37

Number 2 is which compound?
C59H41IrN6Se